1.
Below is a cluster of 2 separate species, C5H13NO3S in total at a distorted geometry, with properties calculated with ωB97M-V/def2-TZVPD.

Output
highest occupied orbital energy	-8.26	eV
relative energy (zero: lowest compared OMol25 entry of this formula, charge and spin)	2.825	eV
LUMO energy	0.4750	eV
Kohn-Sham gap	8.731	eV

```
! wB97M-V def2-TZVPD RIJCOSX def2/J DEFGRID3
* xyz 0 1
C 0.735 -1.844 1.023
C -0.528 1.975 1.037
C 1.703 0.534 -1.827
C 1.078 -0.625 0.332
C -0.787 0.509 0.885
N 1.225 -0.610 -1.060
O -1.294 0.500 -1.719
O -2.022 -1.424 -0.411
O -3.074 0.832 -0.067
S -1.809 0.193 -0.434
H 0.139 -1.699 1.957
H 0.074 -2.555 0.570
H 1.622 -2.364 1.358
H 0.536 2.094 1.414
H -0.553 2.319 0.041
H -1.351 2.543 1.581
H 2.876 0.649 -1.747
H 1.419 0.298 -2.912
H 1.281 1.501 -1.553
H 1.841 -0.073 0.955
H -1.302 -0.122 1.558
H -2.115 -1.726 0.477
H 0.305 -0.904 -1.457
*
```

natural (NBO) charges in e:
1. C -0.679
2. C -0.644
3. C -0.412
4. C 0.143
5. C -0.618
6. N -0.617
7. O -0.949
8. O -0.884
9. O -0.950
10. S 2.346
11. H 0.223
12. H 0.226
13. H 0.229
14. H 0.217
15. H 0.224
16. H 0.233
17. H 0.195
18. H 0.225
19. H 0.196
20. H 0.207
21. H 0.196
22. H 0.491
23. H 0.403



2.
Below is a cluster of 3 separate species, C4H15NO3 in total at a distorted geometry, with properties calculated with ωB97M-V/def2-TZVPD.

Output
SMILES	CN(C)CCO.O.O
highest occupied orbital energy	-8.92	eV
relative energy (zero: lowest compared OMol25 entry of this formula, charge and spin)	2.761	eV
LUMO energy	0.6767	eV
Kohn-Sham gap	9.599	eV

```
! wB97M-V def2-TZVPD RIJCOSX def2/J DEFGRID3
* xyz 0 1
C 0.186 0.650 0.170
N 0.542 -0.759 -0.035
C 1.422 -1.333 1.006
C 1.262 -0.830 -1.319
C 0.646 0.076 -2.364
O -0.799 -0.131 -2.420
H -0.454 0.832 0.990
H 1.035 1.246 0.307
H -0.497 1.046 -0.639
H 2.502 -0.955 0.870
H 1.423 -2.481 0.967
H 1.211 -1.103 2.054
H 1.359 -1.900 -1.559
H 2.354 -0.537 -1.298
H 0.980 -0.191 -3.343
H 0.780 1.184 -2.034
H -1.318 -0.984 -2.073
O -2.462 1.713 0.460
H -2.242 1.152 -0.237
H -3.179 1.422 0.918
O -1.583 0.265 3.391
H -1.628 0.457 2.466
H -1.541 1.162 3.722
*
```

natural (NBO) charges in e:
1. C -0.433
2. N -0.445
3. C -0.427
4. C -0.256
5. C -0.072
6. O -0.801
7. H 0.201
8. H 0.168
9. H 0.210
10. H 0.163
11. H 0.205
12. H 0.221
13. H 0.202
14. H 0.168
15. H 0.196
16. H 0.195
17. H 0.501
18. O -0.940
19. H 0.478
20. H 0.469
21. O -0.929
22. H 0.465
23. H 0.463



3.
Below is an isolated molecule of C2H4OS at a distorted geometry, with properties calculated with ωB97M-V/def2-TZVPD.

Output
highest occupied orbital energy (spin up / spin down)	-5.03 / -9.79	eV
relative energy (zero: lowest compared OMol25 entry of this formula, charge and spin)	2.062	eV
LUMO energy (spin up / spin down)	0.3717 / -3.6843	eV
Kohn-Sham gap (spin up / spin down)	5.404 / 6.102	eV
<S²>	2.01

```
! wB97M-V def2-TZVPD RIJCOSX def2/J DEFGRID3
* xyz 0 3
C 0.461 0.269 -0.751
C 0.009 -0.795 0.219
O 1.373 0.244 -1.531
S -0.793 1.925 -0.259
H -0.887 1.461 1.089
H 0.198 -0.384 1.211
H 0.627 -1.774 -0.103
H -0.988 -0.946 0.125
*
```

natural (NBO) charges in e:
1. C 0.268
2. C -0.689
3. O -0.547
4. S 0.249
5. H 0.068
6. H 0.188
7. H 0.255
8. H 0.208



4.
Below is a cluster of 2 separate species, C2H7O2 in total at a distorted geometry, with properties calculated with ωB97M-V/def2-TZVPD.

Output
highest occupied orbital energy	-3.00	eV
relative energy (zero: lowest compared OMol25 entry of this formula, charge and spin)	0.182	eV
LUMO energy	4.7327	eV
Kohn-Sham gap	7.736	eV

```
! wB97M-V def2-TZVPD RIJCOSX def2/J DEFGRID3
* xyz -1 1
O -2.685 0.475 0.488
H -2.510 -0.234 1.111
C 0.253 -0.075 0.232
O -0.271 1.166 0.256
C 1.456 -0.220 -0.735
H 0.627 -0.425 1.235
H -0.426 -0.924 -0.031
H -1.748 0.908 0.387
H 1.866 0.781 -0.908
H 2.253 -0.837 -0.326
H 1.185 -0.615 -1.709
*
```

natural (NBO) charges in e:
1. O -1.046
2. H 0.434
3. C -0.019
4. O -0.922
5. C -0.642
6. H 0.064
7. H 0.086
8. H 0.504
9. H 0.200
10. H 0.167
11. H 0.174



- Among the records above, which one has the highest relative energy (zero: lowest compared OMol25 entry of this formula, charge and spin)?
  C5H13NO3S



- What is the relative energy (zero: lowest compared OMol25 entry of this formula, charge and spin) in the second record?
  2.761 eV